P.
Here is a cluster of 17 separate species, H34O17 in total from the Open Molecules 2025 dataset. Energies are from wB97M-V/def2-TZVPD.

Results
Kohn-Sham gap ... 8.702 eV
LUMO ... -0.31 eV

The geometry in ORCA input format:
```
! wB97M-V def2-TZVPD RIJCOSX def2/J DEFGRID3
* xyz 0 1
O -4.69752 -14.58134 -18.90927
H -5.41568 -15.08728 -19.19879
H -3.95363 -15.03859 -19.34464
O -4.28988 -11.91157 -19.58990
H -4.62667 -12.75588 -19.36957
H -5.06608 -11.36489 -19.66421
O -7.24499 -15.40580 -16.08264
H -8.17459 -15.51029 -15.83329
H -6.84335 -15.60604 -15.20800
O -3.67255 -12.20947 -16.64823
H -4.43055 -12.68164 -16.93266
H -3.92461 -11.25221 -16.81733
O -9.06708 -11.42849 -18.26872
H -9.29010 -11.43528 -19.16872
H -9.91893 -11.36068 -17.89621
O -7.45541 -13.61554 -13.55752
H -7.51804 -13.35480 -12.62545
H -6.77748 -13.06922 -13.98032
O -9.43895 -12.88735 -15.09144
H -8.83236 -13.27165 -14.45949
H -9.23412 -11.95437 -15.17729
O -3.99463 -15.37641 -16.34754
H -3.12440 -15.15648 -16.05548
H -4.17126 -14.99310 -17.19480
O -9.78201 -14.57146 -17.33356
H -9.85160 -15.52276 -17.14263
H -9.59749 -14.10914 -16.48681
O -5.81742 -11.60524 -14.30398
H -5.80678 -11.18212 -13.46839
H -6.69272 -11.44306 -14.60374
O -6.96834 -9.71770 -18.33226
H -7.50156 -10.47995 -18.44458
H -6.52011 -9.52301 -19.18412
O -7.37693 -14.12868 -19.06910
H -8.24558 -14.04465 -18.63110
H -6.85829 -13.91537 -18.29617
O -4.24304 -13.86608 -14.05707
H -4.26660 -14.59354 -14.62895
H -4.77864 -13.13190 -14.34254
O -6.44920 -16.87799 -18.47416
H -5.64998 -17.31328 -18.10546
H -6.82599 -16.44860 -17.69756
O -6.35149 -12.94814 -17.05574
H -6.62876 -13.74968 -16.56089
H -7.02092 -12.29908 -16.92241
O -4.51527 -9.71765 -17.00595
H -5.40181 -9.80259 -17.28116
H -4.06296 -9.17858 -17.61720
O -7.73041 -10.57738 -15.70971
H -7.38668 -10.35662 -16.58304
H -7.51407 -9.78647 -15.14430
*
```

Atomic partial charges in e from the Löwdin method, atoms 1 to 2:
1 O -0.033
2 H -0.003

Q.
Here is a cluster of 17 separate species, H34O17 in total from the Open Molecules 2025 dataset. Energies are from wB97M-V/def2-TZVPD.

Results
Kohn-Sham gap ... 10.005 eV
LUMO ... -0.26 eV

The geometry in ORCA input format:
```
! wB97M-V def2-TZVPD RIJCOSX def2/J DEFGRID3
* xyz 0 1
O -10.68300 8.60200 -16.55500
H -10.36400 9.35900 -16.10200
H -10.85500 8.92100 -17.42900
O -8.16000 7.88800 -17.56500
H -8.97400 7.52700 -17.87500
H -8.36700 8.73400 -17.11400
O -6.79900 7.35800 -12.92200
H -6.35600 7.61100 -12.14600
H -6.75500 6.40300 -12.95500
O -5.25300 10.16300 -12.10300
H -6.13800 10.45700 -11.98400
H -4.77700 10.48600 -11.30700
O -7.22100 12.18600 -16.49400
H -6.47400 11.66200 -16.16100
H -6.82300 12.79900 -17.08200
O -5.63300 8.80800 -17.49200
H -6.47000 8.74300 -17.02000
H -5.46100 9.69000 -17.89800
O -9.19900 6.99500 -14.65400
H -8.66600 6.68300 -15.40000
H -9.92000 7.45900 -15.16400
O -7.79000 10.90500 -12.54400
H -8.34000 10.10100 -12.26400
H -7.94800 11.42800 -11.74700
O -5.43100 10.83000 -14.70300
H -4.74600 10.34100 -15.17400
H -5.13100 10.65700 -13.80100
O -7.43300 5.69400 -16.44000
H -7.64400 6.51800 -16.91900
H -6.73900 6.06000 -15.86300
O -7.59300 9.29300 -15.12300
H -7.50100 8.35500 -14.81700
H -6.79300 9.73100 -14.77000
O -4.05600 7.96700 -13.13400
H -4.91500 7.74900 -13.48900
H -4.28600 8.57600 -12.40400
O -8.93100 10.53100 -17.72000
H -9.45200 10.97100 -18.33300
H -8.47800 11.22500 -17.22100
O -9.91400 10.80700 -15.17200
H -10.51000 10.52300 -14.44000
H -9.06500 10.27100 -15.16700
O -7.39000 13.19500 -13.84400
H -7.59300 12.25800 -13.63400
H -7.39200 13.16900 -14.79100
O -9.17700 8.63100 -12.25500
H -8.38800 8.21300 -12.65400
H -9.11000 8.49500 -11.30400
O -5.21800 7.04500 -15.49800
H -4.66500 6.36500 -15.93100
H -5.16100 7.79400 -16.13100
*
```

Atomic partial charges in e from the Löwdin method, atoms 1 to 2:
1 O -0.039
2 H -0.043

R.
Here is a cluster of 17 separate species, H34O17 in total from the Open Molecules 2025 dataset. Energies are from wB97M-V/def2-TZVPD.

Results
Kohn-Sham gap ... 9.760 eV
LUMO ... -0.74 eV

The geometry in ORCA input format:
```
! wB97M-V def2-TZVPD RIJCOSX def2/J DEFGRID3
* xyz 0 1
O -1.42409 2.09632 1.02278
H -2.14738 1.43952 1.03669
H -1.54759 2.17560 1.98420
O -4.42580 0.05200 -0.67623
H -4.23697 0.29353 -1.58614
H -5.21266 -0.48482 -0.60100
O -3.87874 -1.66842 2.40244
H -3.46971 -2.53421 2.25602
H -3.14321 -1.31037 2.89904
O -3.76801 3.41693 -0.69578
H -3.49521 3.02177 -1.52498
H -3.87159 2.61013 -0.14808
O 5.99780 -1.29050 -0.98261
H 6.01822 -0.31402 -1.03571
H 5.05975 -1.38727 -0.79850
O -2.27902 0.32101 -2.85520
H -2.75382 -0.23289 -3.47921
H -1.81622 -0.28407 -2.24773
O 2.03358 -1.54686 -2.04173
H 2.95773 -1.52253 -2.29751
H 2.12176 -1.81583 -1.11757
O -0.77381 -1.19859 -1.03485
H 0.07472 -0.73717 -1.08661
H -0.43225 -1.95251 -1.54436
O 1.54446 1.23872 1.92631
H 0.99735 1.24246 2.71446
H 1.01128 0.80135 1.25758
O 0.38777 3.81659 -1.00615
H 0.03253 4.53658 -1.52590
H -0.24625 3.62632 -0.30626
O -0.26475 -3.67568 1.28246
H -0.22684 -2.72538 1.41241
H 0.53198 -3.93439 1.75902
O -0.16467 -1.14983 -4.77337
H 0.07332 -1.50733 -3.91854
H -0.47367 -0.24416 -4.71041
O 1.88479 -3.77948 4.28146
H 2.66718 -3.81169 3.72885
H 1.18914 -4.36330 3.99782
O 4.97265 1.23528 -0.72155
H 4.61298 1.28557 -1.59558
H 4.36802 1.49257 -0.02471
O -4.67211 2.16419 1.40147
H -4.36941 2.47369 2.25619
H -4.78524 1.20671 1.43143
O 4.15431 -0.28050 2.03788
H 3.44879 0.36232 1.89309
H 3.93102 -0.72580 2.84464
O 1.43761 0.81241 -0.66973
H 1.79148 1.69922 -0.54121
H 0.57881 1.05679 -0.27905
*
```

Atomic partial charges in e from the Löwdin method, atoms 1 to 2:
1 O -0.042
2 H 0.043

Relative energies, eV: P 0.800; Q 0.000; R 2.061.